ORCA calculation (ωB97M-V with the def2-TZVPD basis set) on C46H64GeN5O4P3Pd as an isolated structure.

Properties
Multiplicity: 4
Kohn-Sham gap (alpha / beta): 7.16 / 5.09 eV
Total charge: +1
Energy above the lowest of the compared OMol25 structures with the same formula, charge and spin: 0.0 kcal per mole
LUMO level (alpha / beta): -2.02 / -5.02 eV
Expectation value of S²: 3.8025

Each line ends with the Löwdin spin population.
Element x y z (Å)
Pd: 1.05 0.57 -0.70  0.948
C: 2.50 -2.11 4.51  0.000
C: 2.87 -2.74 3.17  0.001
C: 2.60 -4.24 3.19  0.000
P: 2.11 -2.00 1.63  0.012
C: 0.62 -1.02 2.18  0.013
N: -0.67 -1.40 1.56  0.114
Ge: -1.13 -0.43 -0.02  0.182
N: -1.43 -1.59 -1.50  0.067
C: -0.54 -1.55 -2.65  0.002
P: 1.19 -1.51 -2.01  0.100
C: 2.39 -1.22 -3.39  0.015
C: 3.08 0.15 -3.27  0.009
C: 1.82 -1.49 -4.78  0.004
C: 1.54 -3.28 -1.58  0.026
C: 1.66 -4.17 -2.82  0.009
C: 0.56 -3.94 -0.61  0.000
C: -2.39 -2.56 -1.36  0.009
C: -2.64 -3.63 -2.24  0.006
C: -3.53 -4.63 -1.91  0.004
C: -4.20 -4.62 -0.69  0.009
C: -4.03 -3.55 0.16  0.000
C: -3.18 -2.52 -0.20  0.016
N: -3.12 -1.26 0.57  0.004
C: -3.03 -1.48 2.02  0.010
C: -4.11 -1.55 2.88  -0.001
C: -3.91 -1.89 4.21  0.005
C: -2.63 -2.18 4.64  0.001
C: -1.54 -2.06 3.79  0.007
C: -1.71 -1.65 2.46  0.008
C: -4.22 -0.43 0.10  0.142
C: -5.55 -0.78 0.23  -0.017
C: -6.54 0.03 -0.29  0.157
C: -6.22 1.19 -1.00  -0.001
C: -4.91 1.51 -1.23  0.106
C: -3.86 0.70 -0.69  0.045
N: -2.57 0.87 -0.93  0.485
C: -2.13 1.77 -1.98  0.051
P: -0.36 2.28 -1.91  0.142
C: -0.39 3.77 -0.81  0.017
C: -1.37 3.57 0.35  0.007
C: -0.64 5.14 -1.44  0.005
C: -0.16 2.90 -3.65  0.030
C: -1.36 3.68 -4.20  0.011
C: 0.20 1.80 -4.63  0.002
C: 3.29 -0.62 1.23  0.034
C: 4.49 -1.15 0.46  0.003
C: 3.72 0.28 2.38  0.004
H: 3.12 -2.53 5.30  0.000
H: 1.46 -2.34 4.77  0.000
H: 2.62 -1.03 4.53  0.000
H: 3.94 -2.59 3.01  0.000
H: 1.53 -4.44 3.29  0.000
H: 3.10 -4.71 4.04  0.000
H: 2.93 -4.73 2.28  0.000
H: 0.82 0.03 1.95  0.007
H: 0.53 -1.05 3.26  0.000
H: -0.69 -0.65 -3.25  0.001
H: -0.71 -2.40 -3.32  0.001
H: 3.16 -1.97 -3.19  0.000
H: 2.39 0.97 -3.11  0.004
H: 3.65 0.35 -4.18  0.000
H: 3.78 0.16 -2.43  0.002
H: 1.02 -0.81 -5.04  0.000
H: 1.43 -2.51 -4.88  0.000
H: 2.61 -1.37 -5.52  0.001
H: 2.52 -3.22 -1.09  0.001
H: 0.72 -4.21 -3.38  0.000
H: 1.87 -5.19 -2.49  0.002
H: 2.46 -3.88 -3.51  0.000
H: -0.31 -4.31 -1.15  0.000
H: 0.23 -3.29 0.19  0.000
H: 1.06 -4.80 -0.16  0.000
H: -2.12 -3.69 -3.19  0.000
H: -3.68 -5.45 -2.60  0.000
H: -4.85 -5.44 -0.41  0.000
H: -4.54 -3.50 1.11  0.000
H: -5.11 -1.34 2.54  -0.001
H: -4.75 -1.94 4.88  0.000
H: -2.46 -2.49 5.66  0.000
H: -0.56 -2.30 4.17  0.000
H: -5.82 -1.71 0.71  -0.003
H: -7.58 -0.25 -0.16  0.008
H: -7.00 1.82 -1.40  -0.003
H: -4.67 2.39 -1.81  0.006
H: -2.74 2.68 -1.99  0.012
H: -2.30 1.27 -2.94  0.017
H: 0.62 3.78 -0.42  0.002
H: -2.40 3.70 0.03  0.000
H: -1.18 4.32 1.12  0.001
H: -1.25 2.60 0.83  0.006
H: -1.69 5.31 -1.69  0.000
H: -0.04 5.33 -2.34  0.000
H: -0.36 5.90 -0.71  0.001
H: 0.70 3.58 -3.57  0.000
H: -2.14 2.99 -4.53  0.001
H: -1.05 4.24 -5.08  0.002
H: -1.81 4.38 -3.50  0.000
H: -0.60 1.06 -4.71  0.000
H: 1.12 1.29 -4.36  0.000
H: 0.33 2.23 -5.62  0.000
H: 2.72 0.03 0.54  0.018
H: 5.12 -1.78 1.10  0.001
H: 5.12 -0.33 0.10  0.000
H: 4.19 -1.76 -0.40  0.001
H: 4.34 -0.27 3.09  0.002
H: 2.87 0.69 2.93  0.000
H: 4.32 1.12 2.02  0.000
O: 2.48 2.39 -0.08  0.036
C: 1.93 2.60 1.04  0.004
O: 0.92 1.97 1.43  0.054
C: 2.51 3.67 1.92  0.003
C: 3.67 4.33 1.55  0.000
C: 4.20 5.33 2.36  0.000
C: 3.57 5.67 3.54  0.000
C: 2.41 4.99 3.88  0.000
C: 1.86 3.99 3.10  0.000
N: 1.72 5.35 5.14  0.000
O: 0.70 4.75 5.41  0.000
O: 2.22 6.23 5.82  0.000
H: 4.15 4.06 0.62  0.000
H: 5.11 5.84 2.07  0.000
H: 3.95 6.44 4.20  0.000
H: 0.96 3.48 3.41  0.000

=====

ORCA calculation (ωB97M-V with the def2-TZVPD basis set) on C46H65BrInN2O2PS3Sb2Te as an isolated structure.

Properties
Multiplicity: 2
Kohn-Sham gap (alpha / beta): 6.37 / 5.11 eV
Total charge: -1
Energy above the lowest of the compared OMol25 structures with the same formula, charge and spin: 1.0 kcal per mole
LUMO level (alpha / beta): 2.09 / 0.59 eV
Expectation value of S²: 0.7655

Each line ends with the Löwdin spin population.
Element x y z (Å)
In: 0.81 -0.17 -1.08  0.346
C: -4.11 -0.83 -0.64  0.000
C: -4.51 0.57 -0.18  0.000
C: -5.18 1.34 -1.31  0.000
C: -3.32 1.29 0.43  0.003
C: -2.60 2.27 -0.24  0.008
C: -1.57 2.97 0.38  0.008
C: -0.90 4.10 -0.37  0.000
C: -0.47 3.70 -1.78  0.001
C: -1.81 5.33 -0.40  0.000
C: -1.24 2.68 1.71  0.003
C: -1.94 1.67 2.39  0.001
C: -2.95 0.99 1.73  0.001
C: -1.69 1.35 3.85  0.000
C: -1.47 -0.15 4.08  0.000
C: -2.84 1.84 4.73  0.000
C: -0.34 3.61 2.49  0.000
C: -1.02 4.52 3.29  0.000
C: -0.36 5.44 4.09  0.000
C: 1.02 5.45 4.10  0.000
C: 1.71 4.55 3.29  0.001
C: 1.06 3.63 2.46  0.003
P: 2.04 2.54 1.32  0.023
C: 2.86 1.35 2.53  0.001
C: 3.45 1.94 3.81  0.001
C: 3.93 0.54 1.79  0.000
C: 1.74 0.40 2.94  0.004
C: 3.36 3.68 0.57  0.003
C: 4.63 4.01 1.36  0.001
C: 2.68 4.98 0.13  0.000
C: 3.79 2.95 -0.72  0.000
H: -4.96 -1.36 -1.07  0.000
H: -3.31 -0.78 -1.39  0.000
H: -3.73 -1.42 0.20  0.000
H: -5.25 0.46 0.62  0.000
H: -4.53 1.43 -2.18  0.000
H: -5.45 2.35 -0.99  0.000
H: -6.09 0.83 -1.62  0.000
H: -2.87 2.53 -1.25  0.000
H: 0.00 4.37 0.18  0.000
H: -1.33 3.56 -2.44  0.000
H: 0.11 2.77 -1.78  0.003
H: 0.16 4.48 -2.23  0.000
H: -2.75 5.10 -0.90  0.000
H: -1.33 6.15 -0.95  0.000
H: -2.03 5.68 0.60  0.000
H: -3.50 0.22 2.27  0.000
H: -0.79 1.88 4.17  0.000
H: -2.42 -0.69 4.03  0.000
H: -1.04 -0.33 5.07  0.000
H: -0.80 -0.57 3.33  0.000
H: -3.77 1.35 4.45  0.000
H: -2.98 2.92 4.65  0.000
H: -2.64 1.61 5.78  0.000
H: -2.11 4.51 3.28  0.000
H: -0.93 6.13 4.70  0.000
H: 1.57 6.15 4.72  0.000
H: 2.78 4.57 3.31  0.000
H: 4.28 2.62 3.61  0.000
H: 3.85 1.12 4.41  0.000
H: 2.70 2.45 4.41  0.000
H: 4.82 1.12 1.55  0.000
H: 3.56 0.12 0.85  0.000
H: 4.23 -0.30 2.41  0.000
H: 2.14 -0.40 3.56  0.000
H: 1.26 -0.06 2.07  0.009
H: 0.97 0.93 3.51  0.000
H: 4.45 4.58 2.27  0.000
H: 5.27 4.62 0.72  0.000
H: 5.19 3.11 1.61  0.000
H: 2.31 5.57 0.97  0.000
H: 1.86 4.78 -0.55  0.000
H: 3.42 5.59 -0.41  0.000
H: 4.22 1.97 -0.54  0.001
H: 4.54 3.55 -1.24  0.000
H: 2.94 2.81 -1.40  -0.001
S: 5.51 -0.33 -1.42  0.014
Sb: 4.24 -2.08 -2.09  0.037
S: 2.29 -2.19 -0.60  0.088
S: 2.93 -1.29 -4.12  0.080
C: -2.57 0.26 -4.32  0.000
O: -1.87 -0.70 -3.53  0.005
C: -1.97 -2.00 -3.90  0.000
C: -3.10 -2.58 -4.46  0.000
C: -3.06 -3.92 -4.80  0.000
Br: -4.62 -4.71 -5.56  0.000
C: -1.94 -4.69 -4.62  0.000
C: -0.79 -4.12 -4.05  0.000
C: -0.81 -2.77 -3.69  0.000
O: 0.23 -2.09 -3.18  0.003
C: 0.37 -5.00 -3.88  0.000
N: 0.52 -6.09 -4.60  0.000
C: 1.65 -6.71 -4.10  0.000
C: 2.25 -7.90 -4.47  0.000
C: 3.37 -8.31 -3.78  0.000
C: 3.89 -7.54 -2.72  0.000
C: 3.30 -6.36 -2.33  0.000
C: 2.18 -5.95 -3.05  0.000
N: 1.36 -4.85 -2.94  0.000
H: -2.28 0.16 -5.37  0.000
H: -2.26 1.23 -3.94  0.000
H: -3.65 0.15 -4.22  0.000
H: -3.99 -2.00 -4.63  0.000
H: -1.91 -5.73 -4.90  0.000
H: 1.10 -2.35 -3.54  0.001
H: 1.85 -8.49 -5.29  0.000
H: 3.87 -9.23 -4.05  0.000
H: 4.77 -7.90 -2.19  0.000
H: 3.70 -5.77 -1.52  0.000
H: 1.45 -4.12 -2.23  0.000
Te: 1.89 0.79 -3.65  0.299
C: -0.68 -4.81 -0.07  0.005
Sb: -1.11 -2.91 0.82  0.035
C: 0.17 -3.26 2.51  0.001
C: -2.89 -3.67 1.78  0.007
H: -0.98 -5.60 0.63  0.001
H: 0.39 -4.87 -0.24  0.000
H: -1.22 -4.94 -1.01  0.000
H: -0.43 -3.52 3.38  0.000
H: 0.77 -2.38 2.73  0.000
H: 0.84 -4.08 2.27  0.000
H: -2.63 -4.59 2.31  0.001
H: -3.65 -3.89 1.03  0.000
H: -3.29 -2.95 2.48  0.000